Record 1
Molecular formula: C20H24BrFIrN4SSi
Method: DFT, ωB97M-V/def2-TZVPD

Computed properties:
LUMO (alpha / beta) = -4.94 / -4.57 eV
HOMO-LUMO gap (alpha / beta) = 0.2301 / 0.2468 hartree
Relative energy (zero: lowest compared OMol25 entry of this formula, charge and spin) = 134.5 kJ/mol
HOMO level (alpha / beta) = -11.20 / -11.28 eV
Net charge = +1

Atoms and positions in Å:
H: 0.615654 -6.267801 0.092101
H: 2.112921 -2.224840 0.523037
Si: 1.589108 -0.451222 -1.050254
Br: -4.378297 1.705054 -0.403540
H: -0.504553 2.352683 4.924235
F: -1.467202 2.864096 -1.724910
C: -0.058238 4.624887 -1.167322
H: 3.911157 -0.963551 -1.227568
C: -3.117411 1.684921 0.970493
C: -2.520049 2.298763 3.201130
N: -1.202519 -3.487866 -0.141598
H: -0.219005 -5.942529 -2.199042
Ir: -1.337079 0.111546 -0.860611
H: -1.680915 -4.607466 -3.731810
C: -1.955555 -2.868563 -1.035794
H: 3.791003 0.557381 -0.380745
H: 3.090007 4.517566 0.061399
H: -4.448440 2.653994 2.314409
N: -2.155540 -3.205025 -2.302269
H: 1.347998 6.147079 -0.626816
H: 1.169984 -4.694474 0.683714
H: -0.020662 0.812217 1.527195
C: -0.169559 1.816604 4.038728
S: -2.844252 -1.429445 -0.434274
N: -1.897917 1.166707 0.756314
C: 1.892354 2.814231 -0.395474
C: -0.565231 -4.592082 -0.551130
H: 1.326851 -0.941112 -3.441259
C: -3.454553 2.251934 2.187836
C: -1.243093 1.792658 2.988439
H: 2.660187 2.124655 -0.084240
H: 0.730200 2.307357 3.666739
H: -0.842564 5.296431 -1.488697
H: 1.962093 -0.696081 1.365672
C: 0.288455 -5.295768 0.454402
C: 1.497618 -1.322694 0.598418
N: 0.406338 0.939977 -1.016926
H: 1.574628 -2.424391 -2.508056
C: -0.712689 -5.043806 -1.857501
C: 3.391246 0.001158 -1.226477
C: -0.987363 1.235246 1.752750
H: -2.781577 2.735837 4.156383
C: 1.059673 -1.460241 -2.518806
C: -0.280777 3.269020 -1.239134
C: 1.160879 5.084368 -0.693455
H: -0.266520 -5.422444 1.382940
H: -0.013347 -1.679455 -2.568605
C: 0.674127 2.306104 -0.870651
H: 0.100797 0.804054 4.340362
C: 2.135028 4.170824 -0.308563
H: 3.658456 0.513237 -2.151013
C: -1.525498 -4.309570 -2.701378
H: 0.503619 -1.630158 0.921219

Forces on the atoms, in the same order (eV/Å):
0.00 0.00 0.00
0.01 0.01 0.04
0.16 0.41 0.25
0.00 -0.04 -0.11
0.00 0.00 -0.01
-0.03 -0.05 0.00
0.06 0.04 0.04
0.02 0.02 -0.07
0.06 0.12 -0.05
0.02 0.00 0.00
0.03 -0.04 0.01
0.00 0.01 0.00
0.26 -0.56 -0.23
-0.01 0.01 0.00
-0.02 -0.09 -0.08
0.02 -0.03 0.00
0.00 0.01 0.00
0.00 0.00 0.01
-0.04 0.10 0.06
0.00 0.00 -0.01
-0.01 0.02 -0.01
0.00 -0.04 0.02
-0.01 0.01 0.01
-0.03 0.10 0.19
0.06 0.03 0.00
0.00 -0.09 0.08
-0.02 0.06 0.03
-0.02 0.00 0.01
-0.03 0.02 -0.04
0.03 0.00 0.02
-0.02 -0.01 0.01
0.00 0.00 -0.01
0.01 0.01 0.00
-0.05 -0.02 0.03
0.00 -0.02 0.01
0.02 -0.07 -0.07
-0.14 0.28 -0.08
-0.03 0.00 -0.01
-0.03 0.00 -0.05
-0.04 -0.10 -0.20
-0.04 0.00 -0.03
0.00 0.01 0.00
-0.12 -0.03 0.04
-0.02 -0.11 -0.10
-0.01 -0.05 0.00
0.00 0.00 0.00
-0.06 0.00 -0.01
0.04 0.05 0.25
0.00 0.00 0.00
-0.02 0.06 0.02
-0.05 0.06 0.02
0.05 -0.06 0.00
-0.04 0.01 -0.03


Record 2
Molecular formula: C20H24BrNOP2Y
Method: DFT, ωB97M-V/def2-TZVPD

Computed properties:
LUMO = -3.27 eV
HOMO-LUMO gap = 0.2632 hartree
Relative energy (zero: lowest compared OMol25 entry of this formula, charge and spin) = 236.1 kJ/mol
HOMO level = -10.43 eV
Net charge = +1

Atoms and positions in Å:
H: -3.493090 1.799246 2.893936
C: 0.123411 4.392397 -1.152665
H: -2.430105 -3.167328 1.465474
H: -2.193150 0.556695 -1.354098
C: 1.455854 2.392224 -1.143132
C: 1.226014 -1.832769 -0.901701
C: -1.032477 3.640002 -0.931492
C: 3.406404 1.913265 0.802903
H: 2.079135 -3.667286 -1.564264
H: 3.643043 2.058006 -1.421315
H: -1.990811 4.133412 -0.852638
H: -3.173208 2.920978 1.547879
C: 2.592588 0.158457 -1.360147
H: 2.240511 -3.159684 1.423417
H: 2.262572 4.357787 -1.541295
H: -0.090687 -3.526079 -0.631942
O: 2.657211 1.130652 1.325133
N: 0.491968 0.387500 -0.177723
C: 1.463301 -0.444968 -0.815350
C: -1.494762 -3.592692 1.857131
H: -1.597133 -3.706706 2.946513
C: 3.389204 -2.017835 -2.003728
C: -0.038591 -2.465339 -0.351530
H: 4.135758 -2.650477 -2.486294
C: 1.337878 -3.542572 1.915519
H: 3.072493 1.949569 -2.353143
C: 1.361228 3.775011 -1.317956
C: 2.713877 1.626782 -1.354968
H: 1.494980 -3.522935 3.003339
H: -4.798805 -0.113263 0.576309
C: -3.561425 1.925663 1.803656
H: 1.138111 -4.574396 1.591387
H: -3.593384 -1.043037 -0.408024
C: -2.231788 1.415306 -0.662496
H: -3.123550 2.030371 -0.835224
P: -0.088287 -2.473631 1.540090
C: -0.985503 2.262857 -0.761377
Y: 0.096479 0.291319 1.746931
C: 2.213864 -2.594727 -1.519723
H: -4.605084 1.806923 1.472475
H: -3.797447 -1.404192 1.338935
H: 0.050028 5.465828 -1.285631
H: -0.939366 -1.916471 -0.682327
H: 4.456920 -0.191569 -2.395980
H: -1.306666 -4.580343 1.405969
P: -2.539347 0.629097 1.024612
C: 3.571778 -0.646228 -1.944252
Br: -0.076329 2.725616 2.686290
C: 0.318768 1.695938 -0.737026
C: -3.812384 -0.606376 0.579546

Forces on the atoms, in the same order (eV/Å):
-0.22 0.23 -0.29
0.09 -0.05 -0.28
0.32 -0.19 0.09
0.01 0.47 0.02
-0.05 0.92 0.56
0.41 0.36 -0.07
0.07 0.06 0.03
-3.33 -3.54 4.00
0.03 -0.07 -0.18
3.19 1.23 3.18
-0.07 0.14 -0.18
-0.07 -0.32 0.11
0.72 -0.72 -0.32
-0.19 -0.10 0.10
-0.43 -0.17 -0.01
-0.11 0.30 -0.16
3.83 3.67 -2.09
0.14 -0.21 -3.93
-0.88 0.24 0.23
-0.20 0.06 0.34
-0.07 -0.08 -0.32
-0.10 -0.29 -0.26
0.13 0.22 0.58
-0.20 0.19 0.20
0.12 0.01 0.38
-1.86 -0.79 -2.24
-0.19 -0.14 0.06
-2.34 -0.59 -2.62
0.07 -0.17 -0.30
0.39 -0.39 -0.13
0.05 -0.04 0.60
0.12 0.31 0.06
-0.14 0.10 0.38
0.06 -0.37 0.85
0.20 -0.19 -0.31
0.06 -1.27 -1.20
1.17 0.04 -0.12
0.56 0.89 3.12
0.16 -0.08 0.41
0.40 0.21 0.14
-0.28 0.23 -0.34
-0.04 -0.08 0.13
0.32 -0.33 -0.02
-0.21 -0.14 0.20
-0.09 0.39 0.12
-0.81 0.85 -1.22
-0.14 -0.03 -0.08
-0.15 0.21 0.37
-0.47 -0.58 0.15
0.01 -0.40 0.20


Record 3
Molecular formula: C20H24ClN3O2
Method: DFT, ωB97M-V/def2-TZVPD

Computed properties:
LUMO = -0.30 eV
HOMO-LUMO gap = 0.2671 hartree
Relative energy (zero: lowest compared OMol25 entry of this formula, charge and spin) = 2101.0 kJ/mol
HOMO level = -7.57 eV

Atoms and positions in Å:
C: 0.248457 2.137704 -3.420601
C: 1.543794 0.013000 -3.523523
H: -0.942417 -2.175036 -0.916937
N: -1.977702 -0.487416 2.551148
C: 2.437690 -3.484609 -2.729458
Cl: 2.351534 1.678121 7.197830
H: -0.177855 0.362502 7.823393
H: 0.244201 0.651650 -0.016479
H: -1.323488 -1.503835 2.421985
H: 3.137346 -0.051824 -4.825813
C: -2.305769 -0.130254 1.372160
N: -0.518530 0.386352 -2.069040
H: -1.933896 -0.308566 6.391889
H: -1.616779 1.732818 -1.135323
C: 0.219375 0.799217 -3.003427
C: 0.095953 1.082866 4.069523
H: -2.857568 0.776676 3.550879
H: -2.901966 -0.905316 4.306653
H: 1.376144 -3.869759 -3.026945
H: -2.235818 1.156846 -2.652276
C: 1.977716 1.952695 -5.040107
C: -2.626629 -0.036290 -1.102815
C: -0.095229 0.344359 6.716203
O: -3.296659 0.648080 1.332169
C: 0.144286 0.012988 -0.704659
H: -0.426246 2.731709 -3.092836
O: 1.746378 -1.025134 -2.934154
H: 3.583766 -1.629298 -3.341855
C: -1.556350 1.031312 -1.694687
N: -1.998090 -0.805375 0.090173
C: -0.664205 -1.225008 -0.121510
C: 2.390431 0.408934 -4.560870
H: -0.265497 1.280113 3.010993
H: 0.747431 3.653855 -4.994297
C: 0.780728 1.430843 6.141464
H: 2.685099 2.241448 -5.646172
H: -3.508979 0.129283 -0.740282
H: 1.856019 1.908393 4.309141
C: 0.947942 1.496569 4.899733
H: 2.244844 -2.184821 -4.440891
C: -1.232735 0.032270 5.969856
H: 3.035340 -4.023573 -3.190090
C: -1.213657 0.184543 4.504961
C: 0.960788 2.695596 -4.554908
H: 2.776944 -3.276955 -1.585233
H: 1.167665 -0.846902 -0.894517
H: -2.786204 -1.259237 -1.892259
C: -2.302588 -0.009427 3.704154
C: 2.543434 -2.057007 -3.365236
H: -0.478449 -1.665100 0.852894

Forces on the atoms, in the same order (eV/Å):
2.75 -4.13 -3.33
-2.30 6.68 -4.09
2.02 2.54 1.76
7.86 -9.55 -5.82
-6.63 7.48 5.59
-1.86 0.21 -1.01
0.35 -0.57 -0.84
0.98 5.74 4.79
-2.27 3.96 1.47
7.70 -4.43 -2.95
-6.05 1.86 -5.21
4.26 -6.19 6.54
-9.93 -5.29 5.72
0.19 9.31 6.85
9.25 4.14 -6.73
-12.33 -6.16 -5.71
-3.45 4.37 -0.38
0.39 2.31 -1.21
1.70 0.58 1.54
1.38 1.03 1.38
-0.90 -5.75 3.35
6.64 -6.61 -1.44
-0.14 5.17 0.00
1.34 0.50 -0.51
2.28 -12.45 -6.75
-4.68 3.82 2.60
-1.09 -7.47 6.18
-0.48 -0.89 -0.05
-11.75 -7.65 -7.67
-1.99 2.83 2.15
-2.46 -1.29 -2.57
-11.75 10.15 3.70
2.33 0.24 0.93
-0.08 0.32 0.33
0.97 -5.63 10.63
3.12 2.09 -3.73
-5.17 2.12 1.30
-1.16 0.11 1.86
7.19 4.37 -6.20
0.65 0.04 0.46
10.43 4.14 -8.75
5.99 -5.05 -4.03
8.45 5.11 7.30
0.95 -2.29 0.92
-1.39 -1.38 -2.47
-2.35 3.95 0.31
0.58 4.18 1.65
-3.11 -5.72 5.15
1.78 -0.79 -2.77
1.75 -0.08 -0.19


Record 4
Molecular formula: C20H24ClNO3S
Method: DFT, ωB97M-V/def2-TZVPD

Computed properties:
LUMO = -0.02 eV
HOMO-LUMO gap = 0.3106 hartree
Relative energy (zero: lowest compared OMol25 entry of this formula, charge and spin) = 2003.3 kJ/mol
HOMO level = -8.47 eV

Atoms and positions in Å:
C: -2.664245 -4.732561 3.827254
H: 3.576927 -0.063819 -4.491965
C: 1.707313 0.357109 -5.391542
C: -1.731740 2.493461 2.509726
H: -3.153446 -5.636062 3.595152
O: 0.074892 1.698366 1.512564
H: 0.153783 -0.618284 -4.654484
C: 3.216494 2.248500 -4.125316
H: 1.898985 -0.122539 -6.379797
C: -2.056732 -2.925645 5.021154
C: 1.138104 -0.789456 -4.586916
H: 2.317240 -0.761855 -2.665447
C: -0.488952 1.641949 2.480350
N: 0.598894 1.204631 -1.223957
C: 1.033645 1.346254 -2.591290
C: -0.530890 1.951190 -0.905393
C: 2.614661 1.988348 -2.726891
C: -2.428440 -2.732801 2.728815
H: -0.041017 1.711218 4.710593
C: 0.417066 1.361387 3.694983
H: 3.357269 1.203939 -2.229232
C: -1.965194 2.466981 1.087209
C: -2.562790 -4.205955 4.960425
H: 1.139131 0.942110 -0.487064
C: -2.129263 -1.948268 4.036895
Cl: -2.388855 -5.224666 6.319360
S: 0.057436 -0.539529 3.746094
H: 1.357288 -1.611721 -4.674747
H: 2.663436 2.819631 -2.339497
O: 0.326727 -1.124236 2.451785
H: -2.427082 -1.887956 1.772020
H: -2.483045 2.506733 3.154072
H: -1.858344 -0.250765 5.330163
H: 1.310300 1.402973 3.541425
C: -1.007353 1.952983 0.238042
H: 4.154847 2.525994 -4.127010
C: 1.254802 -0.332879 -3.139716
H: 2.309756 2.867556 -4.732015
H: -2.694968 2.925714 0.434092
C: -1.695360 -0.492001 4.200047
H: -3.056571 -4.099289 1.700474
H: 1.100086 1.311228 -5.469454
C: -3.012681 -3.851362 2.598056
H: -2.150592 0.093161 3.575461
H: 0.654212 1.634827 -3.309794
H: -1.826976 -2.467503 6.278481
H: 3.608000 1.110136 -6.019931
C: 3.008032 0.856376 -5.097891
O: -1.125981 2.485022 -1.807951
H: 0.431190 -0.688622 -2.327392

Forces on the atoms, in the same order (eV/Å):
-5.46 -1.38 -9.32
-0.75 2.35 -1.64
-1.20 -0.54 -3.07
3.50 -3.47 -5.66
0.38 -1.86 0.67
6.36 -2.24 -14.81
-4.07 -0.41 -1.23
-10.39 -4.35 -2.95
-0.94 0.81 -0.08
0.05 6.34 5.29
-2.92 17.60 4.47
-2.59 1.35 -0.97
-5.58 5.13 13.96
-2.92 2.71 -2.98
13.38 -8.74 9.92
5.65 -1.61 -9.96
-0.13 -10.05 -3.13
1.06 12.38 -0.86
1.20 -0.36 -1.99
-13.83 -2.50 2.62
-1.61 1.69 -0.52
-0.04 0.90 -1.16
2.89 0.99 4.30
2.38 -1.16 1.83
0.22 -4.61 -1.29
-0.22 -0.45 1.17
2.15 0.65 3.95
4.69 -15.08 -2.32
0.27 8.38 4.99
-0.52 -0.18 -2.05
0.10 -2.68 2.41
-2.86 0.29 3.02
0.66 -0.04 -2.14
10.27 0.93 -1.66
-3.15 0.96 15.47
4.54 1.93 -0.21
0.97 -0.32 5.98
3.07 -0.47 1.53
-0.98 0.18 0.76
1.69 -4.74 4.12
-1.37 -3.44 -7.60
-0.44 -1.57 -0.21
2.91 -2.59 9.56
-3.14 3.48 -3.33
-8.63 6.12 -11.07
-0.57 -1.55 -3.98
-0.59 -0.47 0.91
6.73 0.50 3.57
-1.96 1.45 -1.89
1.71 -0.24 -2.43


Record 5
Molecular formula: C20H24F3N5O
Method: DFT, ωB97M-V/def2-TZVPD

Computed properties:
SMILES = C#Cc1c(CC=O)c(CCN)c2nc(NCCC)c(CNC)nc2c1C(F)(F)F
LUMO = -0.84 eV
HOMO-LUMO gap = 0.2882 hartree
Relative energy (zero: lowest compared OMol25 entry of this formula, charge and spin) = 460.9 kJ/mol
HOMO level = -8.68 eV

Atoms and positions in Å:
N: 1.288406 -0.973255 -2.623432
F: -2.196610 4.049156 2.089253
N: -0.062090 1.848408 -0.649712
N: 0.251052 -3.360043 0.835790
C: -2.749132 -0.326321 1.808569
O: -3.196269 -1.952698 4.960818
C: -1.059740 -0.280661 -0.037776
H: 4.254336 -2.750633 -3.378703
H: 1.608384 1.373486 -3.390616
C: 2.430491 4.065587 -1.764041
C: -3.723199 -1.029026 2.774548
H: -2.258468 -0.264069 4.392856
C: -1.714444 1.865252 1.113113
H: -4.879538 3.241435 3.958272
C: 1.694192 1.862855 -2.394518
H: -4.687894 -0.490774 2.815101
H: 3.454840 3.669365 -1.912247
C: -2.171480 -2.526043 0.688275
C: 2.376237 -1.669340 -1.826525
C: -3.450067 1.790205 2.911419
H: -1.986374 -2.780368 -0.379588
C: 0.640607 1.143741 -1.503872
H: 2.337094 -2.770273 -1.973244
H: 2.685878 1.627269 -1.958787
F: -0.171923 3.654921 1.423766
H: 4.748118 -2.955890 -1.670531
C: -4.204583 2.525609 3.501811
C: -2.593325 1.131180 1.902043
H: 2.181600 -1.504320 -0.741729
C: 3.793640 -1.059368 -2.117086
C: 4.746336 -2.245274 -2.519062
C: -1.998085 -0.992829 0.844133
H: 0.111193 -3.471078 -0.166292
H: 5.751034 -1.875579 -2.786766
C: -1.486049 3.368697 1.186170
N: -0.378629 -1.056477 -0.948739
H: -3.200197 -2.856132 0.908578
H: 2.407052 5.117122 -2.107849
H: 2.147483 3.995771 -0.684419
C: -0.938181 1.121320 0.119699
C: -1.060051 -3.266742 1.524759
H: -1.338983 -4.302607 1.796311
H: 0.486032 3.540477 -2.300342
F: -1.757583 3.932851 -0.032915
C: -3.004467 -1.069095 4.170045
H: 0.690350 -1.742171 -2.934700
N: 1.439094 3.294289 -2.543735
H: -3.904448 -2.083049 2.511058
H: -0.881055 -2.661250 2.436641
C: 0.452707 -0.298146 -1.638709
H: 3.675121 -0.326871 -2.939954
H: 4.166294 -0.508232 -1.231743
H: 0.710828 -2.458929 0.953330

Forces on the atoms, in the same order (eV/Å):
-0.56 -0.80 1.47
0.19 -0.45 -0.24
0.16 -1.30 -0.43
-0.38 0.45 0.40
0.49 0.77 -1.05
0.05 0.22 -0.18
-1.95 -0.94 1.81
0.62 0.22 0.39
0.38 0.15 0.66
-0.92 0.29 0.35
1.26 0.34 0.18
-0.35 -0.19 -0.23
-0.06 -1.63 -0.18
0.49 -0.64 -0.11
-1.71 -0.71 -0.33
0.51 -0.19 0.20
-0.67 0.19 -0.03
1.00 0.32 -0.62
0.62 0.93 0.60
0.09 0.62 -0.93
-0.22 0.13 0.65
0.27 -0.04 0.04
0.11 0.74 -0.20
-0.42 0.34 -0.38
-0.76 -0.27 0.19
0.41 0.27 -0.49
0.00 -0.19 -0.05
-0.57 -0.14 1.17
0.00 -0.33 -0.63
-0.21 -0.92 -0.42
-0.98 0.87 0.14
-0.62 -0.46 -0.02
0.01 0.02 0.23
-0.39 -0.46 0.18
0.75 0.52 -0.98
0.44 3.10 -0.19
0.58 0.21 0.11
0.09 -0.47 0.37
0.60 0.33 -0.49
0.01 0.75 0.27
0.12 0.10 -0.22
-0.25 0.65 -0.04
0.24 -0.09 0.24
-0.14 -0.27 0.74
-0.59 -0.14 -0.28
0.14 0.30 -0.20
1.59 -0.42 0.05
0.01 0.61 0.09
-0.20 -0.68 -0.21
0.58 -0.56 -1.09
0.20 -0.48 0.36
-0.11 -0.35 -0.41
0.06 -0.28 -0.22